(1)
{
  "formula": "CH4FOP",
  "method": "ωB97M-V/def2-TZVPD",
  "species": ["O", "C", "P", "F", "H", "H", "H", "H"],
  "coordinates": [[1.25434, -0.98853, -0.08372], [0.91684, 0.33285, 0.22521], [-1.29837, 0.73610, -0.04103], [-2.80455, -0.25676, 0.12757], [0.67818, -1.53045, 0.48699], [1.34951, 0.83211, -0.56544], [0.91795, 0.63683, 1.18202], [-1.01390, 0.23787, -1.33161]],
  "largest_force_ev_per_a": 5.576,
  "orbital_gap_ev": 7.92,
  "homo_ev": -8.8,
  "energy_ev": -15152.963,
  "total_charge": 0,
  "smiles": "OCPF",
  "lumo_energy_ev": -0.89
}

---

(2)
{
  "formula": "C3H8N2S",
  "method": "ωB97M-V/def2-TZVPD",
  "species": ["C", "N", "C", "C", "N", "S", "H", "H", "H", "H", "H", "H", "H", "H"],
  "coordinates": [[-1.67515, 1.34049, -0.00288], [-1.34750, -0.02133, -0.00815], [-2.43394, -1.00911, 0.03272], [-0.05907, -0.44181, -0.04739], [0.82746, 0.44185, 0.07490], [2.42772, -0.18470, 0.05428], [-2.04322, 1.64115, 0.93543], [-2.38090, 1.45973, -0.83980], [-0.72872, 1.93341, -0.13325], [-2.74131, -1.16461, 1.02780], [-2.16945, -1.96359, -0.44327], [-3.25085, -0.56169, -0.57860], [0.20205, -1.43914, -0.40530], [2.91820, 0.76885, -0.79353]],
  "largest_force_ev_per_a": 3.484,
  "orbital_gap_ev": 8.72,
  "homo_ev": -7.8,
  "energy_ev": -17054.785,
  "total_charge": 0,
  "smiles": "CN(C)/C=N/S",
  "lumo_energy_ev": 0.89
}

---

(3)
{
  "formula": "C19H17N3O6Pt",
  "method": "ωB97M-V/def2-TZVPD",
  "species": ["Pt", "C", "C", "O", "C", "C", "C", "N", "N", "C", "O", "C", "C", "C", "C", "C", "C", "H", "H", "H", "H", "H", "H", "H", "H", "H", "H", "H", "H", "O", "C", "O", "C", "C", "C", "C", "C", "N", "C", "O", "O", "H", "H", "H", "H", "H"],
  "coordinates": [[-0.65901, 0.35994, 0.02956], [-3.37186, 3.27339, -1.47033], [-2.13639, 2.52427, -1.13993], [-2.23382, 1.50530, -0.43999], [-0.87487, 3.06287, -1.68501], [0.37976, 2.58598, -1.67020], [1.52741, 3.27115, -2.32579], [0.64884, 1.34083, -1.01035], [1.81699, 0.90871, -1.10785], [1.98128, -0.30781, -0.36903], [1.01950, -0.72052, 0.32294], [3.24405, -0.95490, -0.46112], [3.44273, -2.16986, 0.22582], [4.65635, -2.80618, 0.13725], [5.67825, -2.24464, -0.63267], [5.49357, -1.04654, -1.31482], [4.28169, -0.39508, -1.23428], [-4.23772, 2.82518, -0.99382], [-3.50361, 3.28034, -2.55659], [-3.26107, 4.31649, -1.16351], [-1.00835, 4.00468, -2.20243], [1.24225, 4.27956, -2.61141], [1.82815, 2.72365, -3.22150], [2.38788, 3.31294, -1.66029], [2.63832, -2.58734, 0.81517], [4.82394, -3.73767, 0.65907], [6.63188, -2.75225, -0.69864], [6.29729, -0.62808, -1.90363], [4.12756, 0.53886, -1.75363], [-2.57547, 1.22747, 4.08345], [-2.02450, 0.97071, 2.90522], [-1.32119, 1.73552, 2.30293], [-2.40967, -0.40911, 2.41591], [-3.21072, -1.20845, 3.21738], [-3.57041, -2.46760, 2.77776], [-3.10857, -2.89024, 1.54439], [-2.30637, -2.05130, 0.79118], [-1.96166, -0.81973, 1.21435], [-1.85032, -2.46258, -0.59575], [-1.65233, -3.75666, -0.81373], [-1.70807, -1.65596, -1.47024], [-2.30294, 2.11395, 4.37292], [-3.54533, -0.83224, 4.17128], [-4.20375, -3.10446, 3.38011], [-3.41508, -3.85270, 1.15748], [-1.69458, -4.29990, -0.01762]],
  "largest_force_ev_per_a": 0.179,
  "orbital_gap_ev": 6.49,
  "homo_ev": -15.4,
  "energy_ev": -39965.683,
  "total_charge": 2,
  "lumo_energy_ev": -8.87
}

---

What did the first record say?
{
  "formula": "CH4FOP",
  "method": "ωB97M-V/def2-TZVPD",
  "species": ["O", "C", "P", "F", "H", "H", "H", "H"],
  "coordinates": [[1.25434, -0.98853, -0.08372], [0.91684, 0.33285, 0.22521], [-1.29837, 0.73610, -0.04103], [-2.80455, -0.25676, 0.12757], [0.67818, -1.53045, 0.48699], [1.34951, 0.83211, -0.56544], [0.91795, 0.63683, 1.18202], [-1.01390, 0.23787, -1.33161]],
  "largest_force_ev_per_a": 5.576,
  "orbital_gap_ev": 7.92,
  "homo_ev": -8.8,
  "energy_ev": -15152.963,
  "total_charge": 0,
  "smiles": "OCPF",
  "lumo_energy_ev": -0.89
}